# 1
DFT (the ωB97M-V functional and the def2-TZVPD basis) results for a structure of composition C8H17CrP2 at a distorted geometry.

Structure (ORCA input):
```
! RIJCOSX wB97M-V def2-TZVPD def2/J DEFGRID3
* xyz 0 4
C -0.56 -0.42 -3.19
C -1.39 0.57 -2.55
C -0.51 1.52 -1.95
C 0.85 1.14 -2.22
C 0.81 -0.06 -3.00
Cr -0.08 -0.43 -1.06
P -0.24 -2.94 -0.58
H -0.95 -1.24 -3.82
H -2.48 0.65 -2.59
H -0.84 2.47 -1.51
H 1.69 -0.59 -3.41
H 1.75 1.69 -1.91
H 0.93 -3.62 -1.05
H -1.37 -3.57 -1.21
H -0.35 -3.38 0.77
C 1.01 0.97 3.25
P 0.73 0.34 1.56
C -0.24 -1.11 2.26
C -0.08 1.98 1.10
H 1.43 0.24 3.92
H 0.02 1.24 3.60
H 1.64 1.84 3.27
H -0.43 -1.01 3.34
H -1.16 -1.42 1.78
H 0.44 -1.98 2.20
H -0.07 2.68 1.94
H 0.55 2.46 0.35
H -1.09 1.99 0.69
*
```

Computed properties:
**<S²>**: 3.8058
**Highest occupied orbital energy (alpha / beta)**: -6.09 / -5.31 eV
**Frontier orbital gap (alpha / beta)**: 6.740 / 5.838 eV
**Energy above the lowest of the compared OMol25 structures with the same formula, charge and spin**: 1.942 eV

These are the Mulliken partial charges, in e, on atoms 1 to 5: -0.506 -0.563 -0.531 -0.470 -0.527



# 2
DFT (the ωB97M-V functional and the def2-TZVPD basis) results for a structure of composition C8H17CuN2.

Structure (ORCA input):
```
! RIJCOSX wB97M-V def2-TZVPD def2/J DEFGRID3
* xyz -1 2
C -1.70 -1.73 0.67
Cu 1.18 0.04 -0.63
N 1.30 2.11 -0.14
N -0.25 0.05 -2.16
H 2.29 2.38 -0.16
H -1.81 -0.68 0.99
H -1.71 -2.40 1.53
H -0.71 -1.82 0.17
H -2.48 -1.97 -0.06
H 0.29 0.13 -3.03
H -0.84 0.89 -2.11
H -0.92 -0.72 -2.33
H 0.81 2.73 -0.78
H 0.94 2.31 0.80
C 2.15 -1.06 0.75
C 2.35 -0.69 2.16
C 2.90 0.56 2.54
C 3.31 0.82 3.84
C 3.18 -0.16 4.83
C 2.54 -1.36 4.52
C 2.10 -1.61 3.21
H 3.10 -0.99 0.19
H 1.78 -2.08 0.71
H 3.02 1.31 1.76
H 3.78 1.77 4.07
H 3.58 0.02 5.82
H 2.44 -2.13 5.29
H 1.59 -2.54 2.98
*
```

Computed properties:
**<S²>**: 0.7507
**Highest occupied orbital energy (alpha / beta)**: 0.21 / -3.25 eV
**Frontier orbital gap (alpha / beta)**: 3.277 / 6.659 eV
**Energy above the lowest of the compared OMol25 structures with the same formula, charge and spin**: 0.000 eV

These are the Mulliken partial charges, in e, on atoms 1 to 5: -1.080 -1.298 -0.855 0.048 0.330



# 3
DFT (the ωB97M-V functional and the def2-TZVPD basis) results for a structure of composition C8H17F3N4O5P2SSi2 at a distorted geometry.

Structure (ORCA input):
```
! RIJCOSX wB97M-V def2-TZVPD def2/J DEFGRID3
* xyz 0 1
N 1.37 -1.18 0.90
P 0.43 -1.39 -0.51
O 1.59 -1.03 -1.65
Si -0.90 0.43 -0.65
F -0.97 0.71 -2.23
C -0.38 1.97 0.28
C -0.88 3.32 -0.16
O -0.85 4.34 0.45
F -1.41 3.30 -1.42
O -2.39 -0.02 -0.09
Si -3.78 0.00 -0.95
F -3.75 -1.14 -2.08
P -5.51 -0.44 0.41
O -6.75 -0.77 -0.58
O -5.18 -1.84 1.13
S -5.90 1.05 1.55
H 1.76 -2.09 1.15
H 0.80 -0.89 1.69
H 1.19 -1.05 -2.53
H 0.71 2.03 0.34
H -0.73 1.88 1.32
H -4.02 1.29 -1.59
H -6.57 -1.55 -1.13
H -5.91 -2.12 1.69
C -0.54 -5.85 -0.26
C 0.56 -5.20 0.44
N 1.42 -4.68 0.98
H -1.47 -5.71 0.30
H -0.66 -5.40 -1.25
H -0.34 -6.91 -0.37
C 3.33 2.73 2.24
C 2.71 1.87 3.24
N 2.19 1.19 4.00
H 2.74 3.64 2.11
H 4.34 3.01 2.55
H 3.39 2.21 1.29
C 4.97 2.12 -2.17
C 5.25 2.90 -0.97
N 5.47 3.50 -0.02
H 4.02 2.45 -2.61
H 5.76 2.26 -2.90
H 4.89 1.06 -1.92
*
```

Computed properties:
**Highest occupied orbital energy**: -8.39 eV
**Frontier orbital gap**: 8.481 eV

These are the Mulliken partial charges, in e, on atoms 1 to 5: -0.560 0.331 -0.575 0.039 -0.276



# 4
DFT (the ωB97M-V functional and the def2-TZVPD basis) results for a structure of composition C8H17FN3O9PS at a distorted geometry.

Structure (ORCA input):
```
! RIJCOSX wB97M-V def2-TZVPD def2/J DEFGRID3
* xyz 0 1
N 0.85 -1.04 -4.07
N -0.57 -0.84 -3.93
P -1.08 -0.14 -2.39
N -0.23 1.33 -2.59
O -0.16 -0.88 -1.25
S -1.41 -2.25 -4.26
O -2.79 -1.95 -4.24
O -0.83 -2.87 -5.39
F -1.09 -3.12 -3.01
H 1.26 -0.13 -4.23
H 1.25 -1.45 -3.23
H -0.42 1.89 -1.77
H -0.66 1.79 -3.38
H -0.78 -1.01 -0.51
C -2.64 -4.27 3.65
C -2.12 -2.94 3.17
C -2.14 -1.81 4.18
O -2.22 -0.65 3.34
C -2.85 -1.03 2.19
O -3.23 -0.28 1.35
O -2.97 -2.38 2.14
H -3.02 -4.85 2.81
H -1.84 -4.83 4.13
H -3.45 -4.15 4.36
H -1.12 -3.05 2.74
H -1.25 -1.77 4.80
H -3.03 -1.84 4.81
C 4.38 3.23 0.97
C 3.08 3.76 0.40
C 2.01 2.74 0.12
O 1.25 3.38 -0.91
C 2.10 4.21 -1.58
O 1.84 4.75 -2.60
O 3.27 4.31 -0.92
H 5.20 3.89 0.71
H 4.31 3.15 2.05
H 4.61 2.24 0.57
H 2.70 4.56 1.04
H 1.37 2.52 0.98
H 2.41 1.80 -0.28
*
```

Computed properties:
**Highest occupied orbital energy**: -8.83 eV
**Frontier orbital gap**: 8.951 eV

These are the Mulliken partial charges, in e, on atoms 1 to 5: -0.564 -0.011 0.351 -0.420 -0.441



# 5
DFT (the ωB97M-V functional and the def2-TZVPD basis) results for a structure of composition C8H17GeIrN2O3 at a distorted geometry.

Structure (ORCA input):
```
! RIJCOSX wB97M-V def2-TZVPD def2/J DEFGRID3
* xyz 1 2
Ir 0.21 -0.55 0.56
N -1.96 -0.14 0.90
C -2.25 1.28 0.64
C -1.02 2.12 0.80
O -1.00 3.20 1.32
N 0.09 1.49 0.23
C 1.30 2.14 0.25
C 2.23 1.44 1.59
O 3.03 2.20 1.98
O 1.83 0.26 1.76
H -2.54 -0.74 0.32
H -2.14 -0.37 1.88
H -3.03 1.68 1.28
H -2.58 1.39 -0.40
H 1.27 3.21 0.43
H 1.97 1.83 -0.55
C 1.06 -2.05 -3.05
Ge 1.47 -2.87 -1.32
C 1.49 -4.83 -1.36
C 3.18 -2.24 -0.58
C -0.11 -2.41 -0.15
H 1.90 -2.21 -3.73
H 0.90 -0.98 -2.94
H 0.17 -2.51 -3.48
H 2.30 -5.13 -2.03
H 0.54 -5.22 -1.73
H 1.68 -5.24 -0.37
H 3.99 -2.75 -1.09
H 3.26 -2.46 0.48
H 3.31 -1.16 -0.73
H -0.10 -3.09 0.72
H -1.01 -2.57 -0.74
*
```

Computed properties:
**<S²>**: 0.9903
**Highest occupied orbital energy (alpha / beta)**: -12.75 / -13.05 eV
**Frontier orbital gap (alpha / beta)**: 6.995 / 6.580 eV
**Energy above the lowest of the compared OMol25 structures with the same formula, charge and spin**: 2.135 eV

These are the Mulliken partial charges, in e, on atoms 1 to 5: 0.996 -0.604 -0.396 0.464 -0.510



# 6
DFT (the ωB97M-V functional and the def2-TZVPD basis) results for a cluster of 2 separate species, C8H17IN in total at a distorted geometry.

Structure (ORCA input):
```
! RIJCOSX wB97M-V def2-TZVPD def2/J DEFGRID3
* xyz 1 1
C -0.69 -0.86 -0.06
C 1.83 0.28 -0.98
C -0.53 -1.53 1.28
C -2.65 -2.44 -0.68
C 1.28 1.60 1.09
C 2.60 2.44 -0.72
C -1.81 0.07 -0.36
C -1.75 -1.29 -1.06
N 1.42 1.55 -0.28
I 3.25 -0.82 0.15
H 0.27 -1.12 2.03
H -1.45 -1.30 1.85
H -0.50 -2.61 1.17
H -3.56 -2.56 -1.45
H -2.15 -3.37 -0.68
H -3.22 -2.07 0.20
H 0.34 0.91 1.42
H 2.06 1.10 1.69
H 1.10 2.53 1.48
H 2.87 2.38 -1.75
H 2.34 3.47 -0.33
H 3.44 2.22 -0.13
H -2.57 0.25 0.46
H -1.58 1.00 -1.03
H 0.40 -0.74 -0.40
H -1.40 -1.06 -2.19
H 0.65 1.96 -0.71
*
```

Computed properties:
**Highest occupied orbital energy**: -13.23 eV
**Frontier orbital gap**: 7.768 eV
**Energy above the lowest of the compared OMol25 structures with the same formula, charge and spin**: 4.922 eV

These are the Mulliken partial charges, in e, on atoms 1 to 5: 1.135 -0.479 -1.318 -1.337 -0.752



# 7
DFT (the ωB97M-V functional and the def2-TZVPD basis) results for a cluster of 2 separate species, C8H17IN3O3P in total at a distorted geometry.

Structure (ORCA input):
```
! RIJCOSX wB97M-V def2-TZVPD def2/J DEFGRID3
* xyz 0 1
C -1.42 1.13 -3.68
P -0.07 0.06 -3.03
O 1.29 0.94 -3.37
C -0.22 0.14 -1.13
C -0.72 -1.20 -0.65
C 0.17 -2.43 -0.74
O -0.18 -3.38 -0.15
I 2.07 -2.68 -1.80
C -1.14 1.31 -0.69
N -0.60 1.81 0.59
C 0.67 1.33 0.64
N 1.50 1.67 1.60
N 0.99 0.43 -0.32
H -1.62 2.06 -3.15
H -1.09 1.40 -4.68
H -2.34 0.55 -3.78
H 1.14 1.87 -3.15
H -1.63 -1.50 -1.18
H -0.99 -1.08 0.41
H -0.99 2.13 -1.39
H -2.21 1.12 -0.67
H -0.52 2.82 0.52
H 1.18 1.81 2.54
H 2.49 1.66 1.43
H 1.29 -0.38 0.23
C 0.52 -1.41 3.95
C 0.22 -1.48 2.45
O 0.30 -0.26 1.80
H -0.20 -0.76 4.46
H 0.46 -2.40 4.41
H 1.53 -1.02 4.12
H -0.77 -2.00 2.36
H 0.92 -2.25 2.05
*
```

Computed properties:
**Highest occupied orbital energy**: -7.33 eV
**Frontier orbital gap**: 7.433 eV

These are the Mulliken partial charges, in e, on atoms 1 to 5: -1.152 0.238 -0.427 0.653 -0.715



# 8
DFT (the ωB97M-V functional and the def2-TZVPD basis) results for an isolated molecule of C8H17N at a distorted geometry.

Structure (ORCA input):
```
! RIJCOSX wB97M-V def2-TZVPD def2/J DEFGRID3
* xyz 0 1
C 0.21 -0.72 0.04
C -0.03 0.79 -0.28
C 1.74 -1.06 0.09
C -0.41 -1.09 1.41
C -0.39 -1.64 -1.05
C 2.69 0.05 0.52
C -1.40 1.44 -0.46
N -1.35 2.81 -0.71
C -2.59 0.84 -0.39
H -2.21 3.30 -0.51
H -0.54 3.27 -0.29
H 0.53 1.01 -1.20
H 0.45 1.36 0.52
H 1.91 -1.92 0.76
H 2.08 -1.40 -0.90
H -0.03 -0.43 2.20
H -0.16 -2.12 1.69
H -1.50 -1.02 1.42
H -1.48 -1.63 -1.07
H -0.09 -2.68 -0.89
H -0.04 -1.33 -2.04
H -3.51 1.40 -0.54
H -2.72 -0.21 -0.19
H 2.40 0.49 1.48
H 2.73 0.84 -0.24
H 3.71 -0.34 0.62
*
```

Computed properties:
**Highest occupied orbital energy**: -8.11 eV
**SMILES**: C=C(N)CC(C)(C)CC
**Frontier orbital gap**: 9.015 eV
**Energy above the lowest of the compared OMol25 structures with the same formula, charge and spin**: 0.000 eV

These are the Mulliken partial charges, in e, on atoms 1 to 5: 1.939 -1.115 -0.819 -1.765 -1.845



M values (in g/mol) by entry order: 227.17, 204.78, 456.43, 381.28, 454.06, 254.14, 361.12, 127.23.
DFT total energy values (in hartree) by entry order: -2042.02073, -2064.97201, -2870.08044, -1995.91002, -2831.13204, -666.96950, -1343.95630, -369.75404.